Density functional theory data (ωB97M-V with the def2-TZVPD basis set) for a molecular structure, C37H45AlAsCl4N5O7S2.

Element x y z (Å)
Al1 1.522 1.005 0.531
N1 -4.795 4.290 0.230
C1 -5.972 4.584 -0.420
C2 -7.077 5.355 -0.060
C3 -8.095 5.424 -0.982
C4 -8.028 4.754 -2.224
C5 -6.937 3.998 -2.574
C6 -5.887 3.915 -1.651
N2 -4.689 3.246 -1.742
C7 -4.070 3.491 -0.616
C8 -2.756 2.945 -0.324
C9 -2.113 3.076 0.911
C10 -0.880 2.497 1.095
N3 -0.239 1.816 0.129
C11 -0.838 1.722 -1.076
C12 -2.080 2.247 -1.331
H1 -4.514 4.653 1.124
H2 -7.137 5.872 0.889
H3 -8.976 6.009 -0.753
H4 -8.859 4.847 -2.909
H5 -6.877 3.485 -3.524
H6 -2.562 3.615 1.734
H7 -0.365 2.569 2.046
H8 -0.277 1.222 -1.851
H9 -2.540 2.142 -2.303
C13 3.929 6.852 -0.499
C14 3.602 6.063 0.766
C15 3.369 4.595 0.422
S1 2.823 3.644 1.841
O1 2.597 2.231 1.274
C16 4.352 3.453 2.764
C17 5.354 2.485 2.128
C18 5.224 1.065 2.669
H10 4.104 7.899 -0.260
H11 3.109 6.802 -1.216
H12 4.825 6.462 -0.984
H13 2.714 6.479 1.248
H14 4.426 6.158 1.475
H15 4.249 4.106 0.004
H16 2.555 4.479 -0.298
H17 4.048 3.127 3.761
H18 4.731 4.472 2.858
H19 6.355 2.867 2.333
H20 5.246 2.475 1.042
H21 5.427 1.037 3.741
H22 5.937 0.405 2.177
H23 4.221 0.672 2.501
O2 2.012 1.571 -1.223
Cl1 3.440 1.287 -1.721
O3 3.996 2.539 -2.067
O4 3.303 0.406 -2.821
O5 4.118 0.675 -0.615
C19 0.651 -2.336 3.278
As1 -0.148 -0.677 2.779
C20 -0.889 0.142 4.334
C21 -1.539 -0.989 1.507
O6 1.012 0.404 2.180
H24 -0.046 -2.873 3.921
H25 1.569 -2.133 3.827
H26 0.864 -2.931 2.391
H27 -1.597 -0.538 4.805
H28 -1.400 1.059 4.047
H29 -0.081 0.371 5.027
H30 -1.129 -1.497 0.636
H31 -1.993 -0.042 1.220
H32 -2.295 -1.626 1.967
Cl2 -4.194 -3.468 0.641
C22 -2.687 -3.836 -0.132
C23 -2.501 -3.521 -1.469
C24 -1.289 -3.831 -2.061
C25 -0.248 -4.425 -1.350
C26 1.027 -4.777 -2.097
C27 1.823 -3.525 -2.482
N4 1.996 -2.608 -1.360
C28 2.721 -2.848 -0.215
C29 2.550 -1.763 0.577
N5 1.726 -0.859 -0.073
C30 1.425 -1.411 -1.242
O7 0.743 -5.384 -3.334
C31 0.712 -6.821 -3.303
C32 -0.244 -7.352 -2.283
C33 0.118 -8.014 -1.147
Cl3 1.710 -8.450 -0.670
S2 -1.218 -8.429 -0.158
C34 -2.306 -7.714 -1.275
C35 -1.662 -7.190 -2.347
C36 -0.465 -4.697 -0.004
Cl4 0.776 -5.407 0.987
C37 -1.681 -4.429 0.609
H33 -3.302 -3.071 -2.038
H34 -1.151 -3.648 -3.121
H35 1.645 -5.432 -1.476
H36 1.287 -2.994 -3.268
H37 2.801 -3.804 -2.869
H38 3.293 -3.748 -0.077
H39 2.992 -1.542 1.533
H40 0.834 -0.964 -2.023
H41 1.719 -7.199 -3.112
H42 0.418 -7.110 -4.309
H43 -3.368 -7.746 -1.088
H44 -2.167 -6.710 -3.174
H45 -1.840 -4.696 1.645

Calculated values
Charge: +2
ΔE to the lowest compared entry with this formula, charge and spin, kcal/mol: 8.2
F_max, eV/Å: 0.249